(1)
The following is a DFT calculation (ωB97M-V/def2-TZVPD) of a structure of composition C30H49ClF12O14S4Ta at a distorted geometry.

Last column: Löwdin charge in e.
CARTESIAN COORDINATES (ANGSTROEM)
C (-2.58819, -0.43103, 3.75847)  0.0012
C (-3.87735, -1.22342, 3.60074)  -0.3202
C (-4.99467, -0.37535, 3.00300)  -0.1289
O (-4.84761, 0.07735, 1.65576)  -0.0118
C (-4.82698, 1.44466, 1.62450)  -0.5125
O (-5.73908, 2.05923, 2.16763)  0.0756
C (-3.73570, 2.25772, 0.97153)  -0.5040
S (-3.47585, 2.10046, -0.83586)  0.4105
Ta (-2.63023, -0.11302, -1.71310)  1.2547
C (-3.09270, 0.63928, -3.83881)  -0.4257
C (-3.64891, -0.36340, -4.86357)  -0.3994
C (-4.78548, -1.25143, -4.39868)  -0.6273
S (-6.25431, -0.35465, -3.83301)  0.6495
C (-0.42872, 0.53294, -1.76711)  -0.4118
C (-0.01147, 1.38183, -0.54362)  -0.3288
C (1.46317, 1.17741, -0.13125)  -0.2220
C (1.56991, 0.63849, 1.30665)  -0.2666
S (2.48634, -0.87549, 1.43336)  0.3206
O (2.49766, -1.32649, 2.78775)  -0.3525
O (2.05105, -1.83787, 0.48224)  -0.3218
Cl (4.43264, -0.36927, 0.96991)  0.3572
O (-3.69949, -2.37164, 2.77042)  0.0332
C (-3.07790, -3.36935, 3.41732)  -0.5652
O (-2.86882, -3.37946, 4.61612)  0.0908
C (-2.66001, -4.50976, 2.53932)  -0.4403
S (-1.21661, -4.05061, 1.53075)  0.7418
H (-2.13891, -0.55727, 4.73452)  0.0814
H (-2.71881, 0.62131, 3.54243)  0.0743
H (-1.86543, -0.81328, 3.04478)  0.0826
H (-4.27931, -1.52157, 4.56293)  0.1442
H (-5.86697, -1.02257, 3.00776)  0.1332
H (-5.16638, 0.46381, 3.66561)  0.1274
H (-2.79085, 2.18471, 1.49757)  0.0602
H (-4.08178, 3.26960, 1.10646)  0.0549
H (-4.35144, -0.80208, -1.54681)  -0.1478
H (-2.36075, -0.79884, 0.00007)  -0.1436
H (-2.15150, -1.76121, -2.38383)  -0.1282
H (-3.69759, 1.54377, -3.78611)  0.0031
H (-2.12089, 0.95513, -4.22000)  0.0190
H (-4.04187, 0.19432, -5.71594)  0.0873
H (-2.84305, -0.98015, -5.24486)  0.0906
H (-4.48675, -1.98533, -3.66115)  0.0195
H (-5.14375, -1.80305, -5.26320)  0.0510
H (-5.80212, 0.81016, -3.35701)  -0.1664
H (0.17705, -0.37465, -1.71877)  0.0204
H (-0.15095, 1.02470, -2.69008)  0.0061
H (-0.17787, 2.41316, -0.82828)  0.0868
H (-0.67104, 1.13940, 0.28510)  0.0386
H (1.95902, 0.49457, -0.80719)  0.0886
H (1.93188, 2.15359, -0.12507)  0.0998
H (2.08610, 1.33262, 1.95700)  0.0974
H (0.59196, 0.43020, 1.72053)  0.1000
H (-3.45324, -4.83807, 1.87974)  0.0771
H (-2.38047, -5.31840, 3.19335)  0.0762
H (-0.41885, -5.07499, 1.86290)  -0.1516
C (5.49149, -0.85097, 4.64473)  -0.0651
C (5.68210, -0.35676, 6.06000)  -0.1886
O (6.64707, 0.71629, 6.11189)  0.0331
C (6.18919, 1.92794, 5.84755)  -0.4080
O (5.06776, 2.23010, 5.57423)  0.1765
C (7.33196, 2.94886, 5.98946)  -0.5546
F (8.46084, 2.50305, 5.43156)  0.1657
F (7.57733, 3.18503, 7.28524)  0.1643
F (7.01109, 4.09930, 5.41243)  0.1753
H (6.45025, -1.14114, 4.21193)  0.0807
H (4.82100, -1.70848, 4.62505)  0.0846
H (5.06900, -0.07332, 4.01053)  0.0557
H (6.08983, -1.14491, 6.68928)  0.1232
H (4.74013, -0.03729, 6.50229)  0.1266
C (-9.41791, -1.69953, -0.39422)  -0.0542
C (-9.27611, -2.15444, -1.82900)  -0.1873
O (-10.50657, -2.75356, -2.30454)  0.0342
C (-11.42907, -1.92598, -2.75357)  -0.4142
O (-11.37071, -0.73491, -2.81114)  0.1738
C (-12.63691, -2.73558, -3.25879)  -0.5519
F (-12.95243, -3.72828, -2.42016)  0.1611
F (-12.36526, -3.27780, -4.45274)  0.1642
F (-13.70627, -1.95785, -3.39365)  0.1675
H (-9.74165, -2.52702, 0.23909)  0.0794
H (-8.46450, -1.32280, -0.02622)  0.0852
H (-10.16238, -0.90799, -0.30618)  0.0778
H (-8.51851, -2.92978, -1.90557)  0.1266
H (-8.97360, -1.33621, -2.47848)  0.0962
C (4.95294, 3.98454, -2.28842)  -0.0580
C (5.15243, 3.48102, -3.70148)  -0.1949
O (3.99498, 2.75254, -4.14905)  0.0383
C (3.00844, 3.49344, -4.62957)  -0.4005
O (2.99835, 4.68380, -4.73012)  0.1677
C (1.84649, 2.59558, -5.08342)  -0.5546
F (1.60901, 1.62600, -4.20405)  0.1712
F (2.12925, 2.02812, -6.26542)  0.1651
F (0.73977, 3.31149, -5.22908)  0.1792
H (4.70613, 3.15733, -1.62200)  0.0781
H (5.85803, 4.47034, -1.92560)  0.0796
H (4.13130, 4.69880, -2.24040)  0.0795
H (5.98187, 2.77819, -3.74441)  0.1205
H (5.37536, 4.29514, -4.38914)  0.1236
C (10.35517, -2.19267, 0.16221)  -0.0594
C (8.93493, -1.67022, 0.16099)  -0.1939
O (8.91685, -0.24363, -0.03124)  0.0339
C (8.98093, 0.17373, -1.28425)  -0.4052
O (9.04527, -0.50344, -2.26473)  0.1758
C (8.92075, 1.70930, -1.31472)  -0.5528
F (9.69609, 2.25096, -0.37138)  0.1689
F (7.66789, 2.12824, -1.10796)  0.1651
F (9.32430, 2.17783, -2.49067)  0.1720
H (10.95239, -1.67060, 0.91014)  0.0828
H (10.36464, -3.25879, 0.38485)  0.0824
H (10.82992, -2.03659, -0.80622)  0.0786
H (8.46578, -1.84815, 1.12586)  0.1236
H (8.32749, -2.16500, -0.59458)  0.1272

E_HOMO	-5.06	eV
frontier orbital gap	6.618	eV
charge	-1

***

(2)
The following is a DFT calculation (ωB97M-V/def2-TZVPD) of a structure of composition C28H27BrF5INO13 at a distorted geometry.

Last column: Löwdin charge in e.
CARTESIAN COORDINATES (ANGSTROEM)
C (-3.89928, -0.91502, 3.96559)  -0.1670
C (-3.42631, -1.63413, 2.67654)  -0.2794
C (-4.36605, -1.58960, 1.44185)  -0.6581
I (-6.42305, -1.67563, 2.17048)  1.0247
N (-4.15962, -0.40370, 0.52123)  -0.5030
Br (-4.96329, 1.22822, 1.16877)  1.0140
C (-4.90405, -0.73689, -0.79772)  -0.1336
C (-5.99192, 0.27185, -1.25563)  -0.3612
O (-7.10958, -0.02609, -1.13213)  0.0946
C (-2.71022, -0.12807, 0.18269)  -0.1700
C (-2.00982, 0.89273, 1.13844)  -0.1969
C (-0.47484, 0.66921, 0.94165)  -0.0557
C (0.38854, 1.62008, 1.73315)  -0.4749
F (0.51583, 1.27364, 3.00645)  0.1576
F (1.63199, 1.52329, 1.21219)  0.1263
C (-0.00003, 3.11886, 1.63205)  -0.6315
F (1.05664, 3.84757, 1.88394)  0.2023
F (-0.90198, 3.39923, 2.54487)  0.2016
F (-0.39784, 3.45378, 0.43452)  0.2089
H (-4.50942, -1.55443, 4.59596)  0.0580
H (-2.99955, -0.66831, 4.53821)  0.0856
H (-4.41439, 0.02815, 3.78528)  0.0285
H (-2.40289, -1.31518, 2.47034)  0.0931
H (-3.36040, -2.69115, 2.94500)  0.1207
H (-4.25790, -2.52830, 0.90544)  0.0956
H (-5.42336, -1.68708, -0.71018)  0.1069
H (-4.19647, -0.83970, -1.62417)  0.1330
H (-5.76412, 1.23506, -1.74549)  0.1316
H (-2.17776, -1.07408, 0.30756)  0.1375
H (-2.56054, 0.25652, -0.83423)  0.1123
H (-2.27483, 0.72266, 2.18125)  0.0962
H (-2.19418, 1.91416, 0.81937)  0.0892
H (-0.19562, -0.36953, 1.12830)  0.1419
H (-0.26448, 0.86601, -0.11379)  0.1155
C (-0.39399, 2.69528, -4.13513)  0.0767
C (0.27961, 2.76722, -5.29524)  -0.2258
C (0.91088, 1.55206, -5.91489)  -0.2969
O (1.49173, 1.66938, -6.97227)  0.1419
C (0.79352, 0.28332, -5.19994)  0.0935
C (0.12493, 0.22217, -4.04722)  -0.2260
C (-0.52490, 1.42801, -3.44645)  -0.3018
O (-1.14107, 1.30155, -2.39190)  0.0514
O (-0.00217, -0.92624, -3.36658)  0.0964
O (0.42459, 3.90374, -5.95567)  0.1392
H (-0.85383, 3.56150, -3.68048)  0.1377
H (1.26308, -0.58671, -5.63919)  0.1294
H (-0.52660, -0.71080, -2.57467)  0.1019
H (0.94509, 3.68985, -6.75668)  0.1330
C (4.35112, 3.11512, 7.04603)  0.0793
C (4.03139, 1.90345, 6.57611)  -0.2369
C (3.41556, 1.72187, 5.22107)  -0.3104
O (3.16284, 0.59296, 4.83920)  0.1020
C (3.14399, 2.91185, 4.42554)  0.0731
C (3.46012, 4.12450, 4.89536)  -0.2303
C (4.10055, 4.30434, 6.23957)  -0.3120
O (4.38103, 5.42950, 6.60505)  0.1177
O (3.22756, 5.23840, 4.20336)  0.1154
O (4.24065, 0.79003, 7.27867)  0.1140
H (4.79743, 3.25790, 8.02011)  0.1384
H (2.68586, 2.77056, 3.45879)  0.1070
H (3.54968, 5.97276, 4.76333)  0.1239
H (3.92704, 0.05554, 6.71596)  0.1201
C (2.25908, -3.75948, -3.54793)  0.0717
C (2.93265, -3.69599, -4.70079)  -0.2304
C (3.55970, -4.91084, -5.31502)  -0.3116
O (4.14322, -4.79205, -6.37455)  0.1216
C (3.43966, -6.17795, -4.60132)  0.0817
C (2.76824, -6.23976, -3.44418)  -0.2368
C (2.11890, -5.02779, -2.84600)  -0.3134
O (1.50354, -5.14448, -1.80080)  0.0989
O (2.63654, -7.37547, -2.75926)  0.1162
O (3.08360, -2.54832, -5.36552)  0.1019
H (1.80302, -2.88707, -3.10097)  0.1177
H (3.90981, -7.04511, -5.04318)  0.1395
H (2.11104, -7.15279, -1.96668)  0.1208
H (3.60613, -2.76616, -6.16344)  0.1260

E_HOMO	-11.08	eV
frontier orbital gap	5.958	eV
charge	+1